# 1
Below is a molecular structure, C15H26BiIN4O2, with properties calculated with wB97M-V/def2-TZVPD.

Positions of all 49 atoms, in Å:
Bi: -0.103026 0.382339 -0.522973
I: 0.860036 2.054685 -3.108424
O: -3.030723 -0.108028 -0.362302
O: -0.440031 -0.122355 1.683714
N: 1.912459 -1.888041 -1.377164
N: 0.588692 2.912870 1.032094
N: -0.083791 -2.729088 -1.557411
N: -1.373849 3.291441 0.176641
C: 1.871259 2.289135 1.308257
C: -2.200328 0.067557 -1.240503
C: 0.556872 -0.974976 2.180919
C: -1.527408 -2.898779 -1.457008
C: 0.063275 -2.406902 2.078241
C: 0.807077 -0.523757 3.613448
C: 0.823933 -3.755801 -1.844358
C: 2.988807 -0.990558 -0.986521
C: -1.031142 4.417808 0.933631
C: -0.412302 2.345633 0.313056
C: -2.304053 0.073658 -2.742275
C: 2.066404 -3.235352 -1.717554
C: -2.571811 3.151821 -0.627560
C: 0.194971 4.180921 1.461385
C: 0.592852 -1.574089 -1.297818
H: -3.181312 -0.531233 -3.072684
H: -3.298192 2.458903 -0.175492
H: -2.336863 2.783990 -1.638053
H: -2.364895 1.124506 -3.104504
H: 3.244891 -1.093517 0.085875
H: 0.789656 -3.082708 2.545320
H: 0.861967 4.767621 2.077492
H: 1.545560 -1.186358 4.079655
H: 2.689496 2.913892 0.923412
H: -0.156498 -0.585748 4.140627
H: 2.722543 0.061949 -1.169410
H: -0.906477 -2.457826 2.594252
H: -0.097843 -2.706538 1.033561
H: -3.027910 4.144676 -0.708135
H: 0.460889 -4.750730 -2.071166
H: -1.951960 -2.418075 -0.560936
H: -1.391806 -0.358402 -3.204020
H: -1.686398 5.276284 0.970485
H: 3.880954 -1.211652 -1.584452
H: 2.014917 2.088353 2.381749
H: -2.053381 -2.487756 -2.330649
H: 1.151403 0.519655 3.635746
H: 1.530078 -0.913621 1.630720
H: 1.989438 1.320236 0.792519
H: -1.736300 -3.974825 -1.403916
H: 3.059854 -3.661229 -1.807521

Forces on atoms 1 to 3 (eV/Å):
Bi 0.255 -0.016 -0.004
I 0.188 0.387 -0.413
O -3.009 -0.191 1.431

Output
gap between HOMO and LUMO (spin up / spin down)	0.1175 / 0.0641	Ha
charge	-2
lowest unoccupied orbital energy (spin up / spin down)	0.179 / 0.177	hartree
HOMO (spin up / spin down)	1.662 / 3.064	eV

Here are the Löwdin charges for atoms 1 to 6, given in e: 1.41, -0.49, -0.19, -0.39, -0.12, -0.12

---

# 2
Below is a molecular structure, C15H26CeF6NO3P2, with properties calculated with wB97M-V/def2-TZVPD.

Positions of all 54 atoms, in Å:
Ce: -0.703131 2.374097 0.633486
P: -2.250429 0.949690 -0.929461
P: 2.388521 -1.206798 0.224500
F: -1.197643 -1.102815 4.454556
F: -1.229083 1.641291 5.335834
F: -0.060821 3.036402 4.105646
F: -2.222234 -0.162447 2.747714
F: -0.433449 -1.370035 2.412080
F: -1.964662 2.252789 3.341529
O: 2.769482 1.837582 -2.425816
O: -1.273520 6.117295 -2.622975
O: 0.211915 1.118870 1.993978
N: 0.057189 -1.259871 -1.604789
C: -0.989412 -0.464556 3.274098
C: -2.355837 -0.704973 -1.715088
C: -0.056558 0.767680 3.352611
C: -0.172675 -2.815786 -3.958085
C: -1.294400 -2.240746 -3.344132
C: 1.062038 -2.526921 -3.398062
C: 4.169304 -0.763408 0.388153
C: -2.766546 2.082441 -2.266046
C: 2.392972 -2.860068 1.100639
C: 1.171136 -1.858703 -2.130393
C: 2.364193 -2.035070 -1.381240
C: 1.230877 0.499018 4.110462
C: -1.109862 -1.409201 -2.219916
C: -0.831082 1.902187 4.066745
C: -3.772929 0.993378 0.097611
H: -3.737623 1.755086 0.898211
H: -4.596498 1.223615 -0.597040
H: -3.915832 -0.007664 0.533057
H: -1.211859 6.031625 -1.665632
H: -0.416558 3.679791 1.677675
H: -2.282710 -2.346164 -3.775157
H: -0.274301 -3.417917 -4.869189
H: 4.413619 0.089365 -0.252086
H: -0.501675 5.600330 -2.920648
H: 1.835795 1.408573 4.064194
H: 3.273811 -3.405070 0.709118
H: 4.353343 -0.441928 1.420793
H: 1.460871 -3.345073 0.750761
H: -3.810175 1.833596 -2.497838
H: 2.003614 -2.922854 -3.760823
H: 3.357497 2.060881 -3.217061
H: 4.839922 -1.594260 0.156149
H: 2.407228 -2.749704 2.208767
H: -2.866394 -1.306370 -0.929613
H: -2.123682 1.893940 -3.132304
H: 2.775522 2.800430 -2.134368
H: 3.216689 -2.472734 -1.940358
H: 0.999152 0.214439 5.150789
H: -3.015568 -0.476961 -2.579285
H: -2.676118 3.139284 -1.976125
H: 1.772079 -0.286077 3.582177

Forces on atoms 1 to 3 (eV/Å):
Ce 1.486 -1.617 1.174
P -1.857 -1.642 -1.594
P 1.206 -0.212 0.639

Output
gap between HOMO and LUMO (spin up / spin down)	0.2258 / 0.2264	Ha
charge	+3
lowest unoccupied orbital energy (spin up / spin down)	-0.424 / -0.424	hartree
HOMO (spin up / spin down)	-17.688 / -17.688	eV

Here are the Löwdin charges for atoms 1 to 6, given in e: 1.47, 0.76, 0.91, 0.19, 0.21, 0.14

---

Computed max |F|, in the same sequence as the records: 4.7; 3.4 eV/Å.